Formula: C9H13NO3
Source: OMol25
Level of theory: ωB97M-V with the def2-TZVPD basis set

ORCA input file:
```
! RIJCOSX wB97M-V def2-TZVPD def2/J DEFGRID3
* xyz 0 1
C -1.89909 -0.31658 -0.01632
C 0.17706 -0.84553 -1.34099
C 0.23195 -1.29493 1.15890
C -0.48801 1.43414 -0.97256
C -0.65292 0.99054 1.51418
C -1.02912 0.01532 -1.25620
C -1.08563 -0.49193 1.30771
C 0.91867 -0.73372 -0.04120
C 0.31608 1.56533 0.37003
N 2.21655 -0.53881 -0.08635
O 2.87240 -0.53413 -1.32162
O 2.84529 -0.48487 0.95101
O 1.28917 2.24825 0.49543
H -2.62125 0.59521 0.06414
H -2.61121 -1.17709 -0.26005
H -0.07189 -1.89366 -1.43370
H 0.82104 -0.43894 -2.14210
H 0.97130 -1.17044 2.09818
H 0.10897 -2.31043 0.94921
H 0.05504 1.82423 -1.79223
H -1.32486 2.07514 -0.87020
H -1.55714 1.62546 1.50556
H -0.00512 1.19564 2.41153
H -1.67663 -0.00446 -2.11696
H -1.70224 -0.82593 2.02293
H 3.90160 -0.50782 -1.19834
*
```

The calculated total energy comes out at -631.0531 a.u. The structure (SMILES) is O=C1C[C@@H]2C/C(=[N+](\[O-])O)C[C@H](C1)C2. Its LUMO energy is 0.52 eV. Its gap between HOMO and LUMO is 8.991 eV. Its HOMO energy is -8.47 eV.

=====

Formula: C3H10NO2P
Source: OMol25
Level of theory: ωB97M-V with the def2-TZVPD basis set

ORCA input file:
```
! RIJCOSX wB97M-V def2-TZVPD def2/J DEFGRID3
* xyz 0 1
C 1.70921 1.44969 0.52202
C -0.47139 -2.12567 0.68119
C 1.00839 0.90192 -0.67913
N -1.82350 -0.35163 -1.15095
O -1.47927 1.53003 0.76655
O -0.69391 -0.82635 1.07521
P -0.88103 0.39741 0.06008
H 1.20029 2.39042 0.80306
H 1.67681 0.70461 1.27268
H 2.75035 1.62296 0.27193
H -0.91148 -2.90524 1.44697
H 0.63110 -2.25460 0.64235
H -1.20438 -2.31017 -0.18460
H 1.59325 -0.00070 -1.04715
H 0.69280 1.66544 -1.37530
H -1.24482 -0.29468 -1.96383
H -2.55245 0.40655 -1.14106
*
```

The calculated total energy comes out at -666.9141 a.u. The structure (SMILES) is CC[P@](N)(=O)OC. Its LUMO energy is 0.79 eV. Its gap between HOMO and LUMO is 10.645 eV. Its HOMO energy is -9.86 eV.

=====

Formula: C4H12N2
Source: OMol25
Level of theory: ωB97M-V with the def2-TZVPD basis set

ORCA input file:
```
! RIJCOSX wB97M-V def2-TZVPD def2/J DEFGRID3
* xyz 2 1
C -0.61117 -0.25659 0.14229
C -0.40794 -0.60408 -1.27617
C 0.92368 0.19834 -1.27517
C 1.80365 0.24476 -0.13768
N 2.35786 1.65398 0.02101
N -2.84219 -1.16313 1.35228
H -0.64609 0.84925 0.42722
H -0.53033 -1.03688 0.83819
H -1.31731 -0.61835 -1.87105
H -0.04665 -1.61144 -1.59475
H 1.11081 0.85964 -2.13777
H 1.76953 -0.47341 0.67599
H 2.87049 1.82752 -0.83645
H 3.02062 1.64592 0.81497
H 1.70624 2.42942 0.11038
H -2.89777 -2.17218 1.23314
H -3.84782 -1.00734 1.36006
H -2.41563 -0.76543 2.15351
*
```

The calculated total energy comes out at -268.2812 a.u. Its LUMO energy is -9.92 eV. Its gap between HOMO and LUMO is 8.119 eV. Its HOMO energy is -18.03 eV.